Molecular formula: C9H14
Method: DFT, ωB97M-V/def2-TZVPD

Last column: Mulliken spin population.
Atoms and positions in Å:
C: 0.047614 2.836113 -1.142429  0.574
C: -0.032918 3.516764 -2.506478  0.119
H: 0.227895 1.770860 -1.394692  0.100
H: 1.003248 3.079227 -0.585441  -0.203
H: -0.661935 2.963931 -0.349758  -0.308
H: 0.831013 4.047461 -2.617154  -0.022
H: -0.876217 4.228582 -2.675563  -0.026
H: -0.149649 2.896043 -3.376883  -0.057
C: -0.140874 -0.755275 3.040948  0.715
C: 0.127617 -1.494477 -1.189951  1.413
C: 1.239099 -1.150835 -0.409091  -1.038
C: -1.097855 -1.425976 -0.637581  -1.182
C: 1.166467 -1.039980 0.947756  2.852
C: -1.236290 -1.171787 0.746921  2.057
C: -0.110065 -1.048517 1.576534  -2.650
H: 0.264377 -1.705510 -2.256478  0.105
H: 2.160221 -0.990019 -0.998891  -0.698
H: -1.932009 -1.710857 -1.282981  -0.564
H: 2.068149 -0.945223 1.523712  0.375
H: -2.253948 -1.067960 1.157513  0.287
H: 0.810622 -1.133710 3.422482  -0.300
H: -0.857326 -1.249212 3.708327  -0.039
H: -0.411213 0.220200 3.166027  -0.510

Forces on the atoms, in the same order (eV/Å):
C 2.345 -1.363 -0.088
C -2.945 0.505 0.438
H -0.581 0.271 0.802
H -0.734 0.123 -0.849
H -1.074 -0.016 -0.229
H 2.336 1.625 -0.676
H 0.474 -0.221 0.647
H 0.177 -0.921 -0.038
C 0.235 -3.472 0.090
C 1.252 0.494 -0.693
C 1.027 -0.184 -1.722
C -1.246 -0.718 0.902
C -1.386 -0.099 0.325
C -0.457 0.215 -0.225
C 0.218 -0.249 -0.807
H -0.097 0.088 0.346
H -0.148 -0.299 0.782
H -0.209 0.396 0.442
H 0.185 0.290 0.334
H 0.642 -0.214 0.013
H 0.166 0.982 0.329
H -0.303 -0.467 -0.763
H 0.121 3.234 0.638

As for the LUMO energy (spin up / spin down): 3.78 / 3.68 eV. Its energy above the lowest of the compared OMol25 structures with the same formula, charge and spin is 111.80 kJ/mol. Its net charge is -1. Its multiplicity is 2. The frontier orbital gap (spin up / spin down) is 2.5 / 8.9 eV. The calculation puts the max |F| at 3.5 eV/Å.